Entry 1:
Computed, not measured: an isolated ion of composition C6H16N and charge +2 at a distorted geometry, with the ωB97M-V functional and the def2-TZVPD basis.

Total charge = +2
Energy relative to the best compared isomer or geometry (same formula, charge and spin) = 397.2 kJ/mol
Expectation value of S² = 0.75
Spin multiplicity = 2
M = 102.2 g mol⁻¹
F_max = 5.3 eV/A
HOMO-LUMO gap (spin up / spin down) = 13.6 / 5.7 eV
Highest occupied orbital energy (spin up / spin down) = -20.67 / -20.56 eV

Cartesian coordinates (Å):
C -0.4408 -2.3876 1.0970
C -0.3195 -1.2132 0.1527
C 0.0085 0.0752 0.8592
C 0.1563 1.4468 0.1573
C -1.1144 2.1900 0.3379
C 0.6898 1.4571 -1.2343
N 0.8559 -1.5563 -0.9616
H -1.3103 -2.4399 1.6199
H -0.3146 -3.4036 0.5671
H 0.3283 -2.3230 1.8342
H -1.0586 -1.1370 -0.5938
H 0.8794 0.0774 1.6060
H -0.9541 0.2791 1.3660
H 0.9111 2.0649 0.7871
H -2.0983 1.8642 -0.1392
H -0.9304 3.1674 -0.0628
H -1.4152 2.3240 1.3486
H 0.3649 0.6384 -1.9884
H 0.5049 2.3334 -1.8682
H 1.8385 1.5087 -1.2347
H 1.2296 -2.5758 -1.0101
H 0.4394 -1.3519 -1.8534
H 1.7495 -1.0383 -0.7866

=====

Entry 2:
Computed, not measured: an isolated ion of composition C6H16N2 and charge -1 at a distorted geometry, with the ωB97M-V functional and the def2-TZVPD basis.

Total charge = -1
Energy relative to the best compared isomer or geometry (same formula, charge and spin) = 249.3 kJ/mol
Expectation value of S² = 0.75
Spin multiplicity = 2
M = 116.2 g mol⁻¹
F_max = 5.9 eV/A
HOMO-LUMO gap (spin up / spin down) = 2.4 / 7.9 eV
Highest occupied orbital energy (spin up / spin down) = 1.32 / -4.25 eV

Cartesian coordinates (Å):
N 1.4842 0.7567 0.9534
C 0.2725 0.8050 0.1081
C -0.5142 2.0681 0.4088
C -0.3124 3.0175 -0.8182
C -0.7094 -0.4442 0.2642
N 0.0358 -1.5140 -0.1157
C 0.3876 -2.5454 0.9360
C -0.1057 -2.0701 -1.3967
H 1.8748 -0.1257 0.7754
H 1.3261 0.8684 2.0782
H 0.6763 0.7684 -1.0054
H -0.0316 2.6203 1.3283
H -1.5652 1.9632 0.5529
H -1.3772 3.0566 -1.1976
H 0.2408 2.5634 -1.5531
H 0.0119 3.9100 -0.5253
H -1.6078 -0.0974 -0.3105
H -1.1037 -0.4947 1.3106
H 1.3080 -2.4102 1.4419
H 0.5978 -3.4613 0.4124
H -0.5063 -2.7036 1.6393
H 0.3515 -1.3496 -2.0791
H 0.4584 -3.0211 -1.5044
H -1.1922 -2.1602 -1.7038

=====

Entry 3:
Computed, not measured: C6H16N2 as an isolated structure at a distorted geometry, with the ωB97M-V functional and the def2-TZVPD basis.

Total charge = 0
Energy relative to the best compared isomer or geometry (same formula, charge and spin) = 415.3 kJ/mol
Spin multiplicity = 1
M = 116.2 g mol⁻¹
F_max = 2.1 eV/A
HOMO-LUMO gap = 9.1 eV
Highest occupied orbital energy = -8.22 eV

Cartesian coordinates (Å):
C -3.5169 -0.4242 -0.4144
C -2.4417 0.6720 -0.5038
N -1.1531 0.2255 -0.0056
C -1.2314 -0.3147 1.3356
C -0.1442 1.2643 -0.1111
C 1.3038 0.8158 -0.1317
N 1.7410 -0.2739 0.3959
C 4.5895 -1.2033 -0.2592
H -3.9322 -0.4971 0.5833
H -4.2936 -0.0629 -1.0738
H -3.0595 -1.3201 -0.7914
H -2.2902 0.9374 -1.5509
H -2.7924 1.5790 0.0124
H -1.5834 -1.3474 1.3755
H -0.2394 -0.3670 1.7675
H -1.8577 0.2742 2.0188
H -0.3392 1.7009 -1.0904
H -0.3094 2.0568 0.6370
H 1.1715 -0.5396 -0.5533
H 1.9454 1.5757 -0.6265
H 4.0629 -2.1284 -0.0588
H 4.0881 -0.5609 -0.9737
H 5.5885 -1.4328 -0.6378
H 4.6936 -0.6294 0.6563

=====

Entry 4:
Computed, not measured: a 4-piece molecular cluster, C6H16N2 overall at a distorted geometry, with the ωB97M-V functional and the def2-TZVPD basis.

Total charge = 0
Energy relative to the best compared isomer or geometry (same formula, charge and spin) = 453.7 kJ/mol
Spin multiplicity = 1
M = 116.2 g mol⁻¹
F_max = 2.3 eV/A
HOMO-LUMO gap (spin up / spin down) = 7.1 / 7.1 eV
Highest occupied orbital energy (spin up / spin down) = -7.03 / -7.01 eV

Cartesian coordinates (Å):
C -1.2238 -0.9475 0.5394
C -0.1348 -0.0522 2.6387
C -1.0603 0.1695 1.4668
N -2.0700 -0.7428 -0.5139
N -1.6726 1.2685 1.2169
H -2.2385 -1.4810 -1.1714
H -2.1521 0.2088 -0.8322
H -1.4628 1.9965 1.8971
H 0.6406 0.1920 -0.0373
H -1.2552 -1.9367 0.9786
H 0.5516 -0.8809 2.4703
H 0.4572 0.8435 2.8326
H -0.7242 -0.2626 3.5339
C 1.3257 0.5374 -0.8637
C 0.4362 1.3246 -1.8248
C 1.9189 -0.6946 -1.4120
H 2.0642 1.1800 -0.3743
H 0.2080 -1.7503 -0.1583
H -0.2023 0.6477 -2.3958
H 1.0402 1.9007 -2.5265
H -0.2320 1.9815 -1.2689
H 1.9214 -0.8142 -2.4901
H 2.8534 -1.0274 -0.9737
H 1.0111 -1.6605 -0.7315

=====

Entry 5:
Computed, not measured: a 2-piece molecular cluster, C6H16N2 overall at a distorted geometry, with the ωB97M-V functional and the def2-TZVPD basis.

Total charge = 0
Energy relative to the best compared isomer or geometry (same formula, charge and spin) = 1061.4 kJ/mol
Spin multiplicity = 1
M = 116.2 g mol⁻¹
F_max = 6.2 eV/A
HOMO-LUMO gap = 4.4 eV
Highest occupied orbital energy = -7.89 eV

Cartesian coordinates (Å):
C 2.3019 0.5258 2.2544
C 1.3700 -0.0794 1.3098
N 0.1718 0.9072 0.8826
C -2.7099 0.1925 -1.4782
C -1.9343 0.0945 -0.1818
C -0.4379 0.4061 -0.3646
C 0.1647 -0.8823 -0.8869
N -0.8501 -1.5709 -1.6396
H 3.1509 -0.0984 2.4559
H 2.6935 1.3677 1.7247
H 1.8572 0.8812 3.1893
H 1.8678 -0.4940 0.4112
H 0.7464 -0.9344 1.8382
H 1.2767 1.2643 0.4849
H -2.0025 -0.0084 -2.3092
H -3.1771 1.1472 -1.6199
H -3.4927 -0.4985 -1.7618
H -2.3383 0.8567 0.5164
H -1.9216 -0.9314 0.2074
H -0.2927 1.2742 -1.0280
H 1.0516 -0.6336 -1.4320
H 0.4783 -1.5091 -0.1158
H 2.3512 1.1745 -0.6393
H -0.3249 -2.4514 -1.8176

=====

Entry 6:
Computed, not measured: C6H16N2 as an isolated structure at a distorted geometry, with the ωB97M-V functional and the def2-TZVPD basis.

Total charge = +1
Energy relative to the best compared isomer or geometry (same formula, charge and spin) = 688.6 kJ/mol
Expectation value of S² = 0.75
Spin multiplicity = 2
M = 116.2 g mol⁻¹
F_max = 3.7 eV/A
HOMO-LUMO gap (spin up / spin down) = 6.7 / 6.8 eV
Highest occupied orbital energy (spin up / spin down) = -13.27 / -13.39 eV

Cartesian coordinates (Å):
C -1.0043 -1.2540 0.4769
C 0.0774 -2.1406 -0.2118
C 1.4336 -2.2659 0.4405
N 1.3972 -2.2305 1.9373
C -0.5873 0.2232 0.4245
N -0.1156 0.6390 -0.6835
C -0.8724 2.8663 -0.6250
C -0.4265 3.5039 -1.8798
H -1.9571 -1.3405 -0.0361
H -1.0152 -1.5253 1.5330
H 0.1145 -1.9038 -1.2762
H -0.4424 -3.1090 -0.2205
H 2.1003 -2.9913 -0.0110
H 1.7677 -1.2255 0.6091
H 1.0048 0.5568 1.8612
H 1.4520 -3.1700 2.3501
H 0.6603 -0.0180 1.5119
H -1.2012 0.7790 1.1289
H -0.5150 1.6967 -0.9148
H -0.2871 3.1338 0.2507
H -1.9391 2.8458 -0.4172
H -1.0505 3.3119 -2.7509
H 0.5685 3.2278 -2.2419
H -0.3268 4.5904 -1.7603

=====

Entry 7:
Computed, not measured: a 2-piece molecular cluster, C6H16N2O overall at a distorted geometry, with the ωB97M-V functional and the def2-TZVPD basis.

Total charge = 0
Energy relative to the best compared isomer or geometry (same formula, charge and spin) = 176.1 kJ/mol
Spin multiplicity = 1
M = 132.2 g mol⁻¹
F_max = 4.9 eV/A
HOMO-LUMO gap = 10.0 eV
Highest occupied orbital energy = -9.15 eV

Cartesian coordinates (Å):
C 2.1980 0.0390 -0.1204
C 1.3478 1.2377 -0.5568
C 2.1636 -1.0629 -1.1775
C 1.7326 -0.4880 1.2360
O 1.7685 1.8227 -1.7717
H 2.6645 2.1588 -1.6548
H 3.2322 0.3962 -0.0232
H 0.3237 0.9135 -0.7535
H 1.3060 1.9891 0.2448
H 2.4338 -0.6655 -2.1537
H 2.8489 -1.8675 -0.9172
H 2.3903 -1.2842 1.5799
H 1.7048 0.3087 1.9780
H 1.1649 -1.4913 -1.2524
H 0.7303 -0.9081 1.1675
C -2.8750 -1.2740 0.2237
N -2.0653 -0.0814 0.2035
C -2.6129 1.1958 0.6906
N -3.7497 1.4535 1.1278
H -1.3429 -0.0318 -0.4980
H -4.4028 0.6718 1.1354
H -1.6773 1.7518 0.6095
H -3.9036 -1.0659 -0.0994
H -2.4611 -2.0182 -0.4535
H -2.9192 -1.6998 1.2354

=====

Entry 8:
Computed, not measured: C6H16N2O as an isolated structure at a distorted geometry, with the ωB97M-V functional and the def2-TZVPD basis.

Total charge = 0
Energy relative to the best compared isomer or geometry (same formula, charge and spin) = 584.5 kJ/mol
Spin multiplicity = 1
M = 132.2 g mol⁻¹
F_max = 2.9 eV/A
HOMO-LUMO gap = 7.7 eV
Highest occupied orbital energy = -7.31 eV

Cartesian coordinates (Å):
C 1.3606 2.6234 0.1177
C -0.0838 0.7416 1.1999
O 2.6291 2.3906 0.3716
H 3.1386 3.0422 0.8886
H 1.0134 3.6041 0.5050
H 0.4915 1.6060 -1.2715
H -0.2604 -0.1804 1.7575
H -1.0173 1.3014 1.1734
H 0.6889 1.1909 1.8241
C -0.7145 -2.4423 0.1011
C -2.3222 -0.7208 -0.3629
C 1.4881 -0.7365 -0.4269
N -0.9431 -1.1553 -0.5282
C 0.0793 -0.1777 -0.5008
N -0.0219 0.7416 -1.5557
H -0.9757 0.9762 -1.7963
H -0.6834 -2.3851 1.1992
H -1.5303 -3.1085 -0.1823
H -2.4710 0.2844 -0.7482
H -2.9811 -1.3938 -0.9166
H -2.6251 -0.7298 0.6922
H 0.2062 -2.8932 -0.2581
H 1.6789 -1.3732 -1.2938
H 2.1934 0.0868 -0.4790
H 1.6619 -1.2927 0.4900

=====

Entry 9:
Computed, not measured: a single C6H16N2O4S2 molecule at a distorted geometry, with the ωB97M-V functional and the def2-TZVPD basis.

Total charge = 0
Energy relative to the best compared isomer or geometry (same formula, charge and spin) = 65.3 kJ/mol
Spin multiplicity = 1
M = 244.3 g mol⁻¹
F_max = 5.0 eV/A
HOMO-LUMO gap = 10.3 eV
Highest occupied orbital energy = -9.81 eV

Cartesian coordinates (Å):
C -0.5571 2.1845 1.1650
C 3.4212 -1.2799 1.2306
C -1.6616 0.4061 -2.3216
C -2.3441 -2.1310 -0.3414
C 0.3776 2.1293 -0.0875
C 2.1115 -0.3873 1.2209
N -1.3074 0.6087 -0.9984
N 0.2727 0.9283 -0.8766
O -3.0917 0.1391 0.6689
O -0.7296 -0.4863 1.2411
O 2.4742 -0.0609 -1.3202
O 0.6569 -1.6037 -0.7681
S -1.8615 -0.4726 0.3110
S 1.3490 -0.3813 -0.4827
H -1.6023 2.0598 0.9034
H -0.3187 1.3642 1.8249
H -0.3127 3.0547 1.8141
H 3.2572 -1.9575 0.3331
H 4.2118 -0.5845 1.0092
H 3.7551 -1.7891 2.0907
H -1.0442 -0.3971 -2.7937
H -2.7521 -0.1087 -2.3004
H -1.8118 1.3136 -2.9842
H -3.2587 -1.9283 -0.9148
H -1.5946 -2.6102 -0.9420
H -2.6759 -2.7904 0.4313
H 0.1405 2.9356 -0.7493
H 1.3528 2.1412 0.2982
H 2.2098 0.6189 1.5844
H 1.3337 -0.9150 1.7542

=====

Entry 10:
Computed, not measured: a single C6H16N3OP molecule at a distorted geometry, with the ωB97M-V functional and the def2-TZVPD basis.

Total charge = 0
Energy relative to the best compared isomer or geometry (same formula, charge and spin) = 0.0 kJ/mol
Spin multiplicity = 1
M = 177.2 g mol⁻¹
F_max = 3.9 eV/A
HOMO-LUMO gap = 9.3 eV
Highest occupied orbital energy = -8.91 eV

Cartesian coordinates (Å):
C 1.8217 -0.2302 1.1583
C 3.2924 -0.4465 -0.8784
C -3.0475 -0.2762 0.9082
C -2.3182 1.8277 -0.4191
C 2.0394 -0.9937 -0.2131
C -1.9404 0.4829 0.2040
N 0.8719 -0.8607 -1.1212
N -1.4854 -0.3649 -0.9022
N -0.4141 -1.2332 -0.7246
O -1.8819 -3.1685 0.2553
P -0.4946 -2.7456 -0.0628
H 2.1478 0.7721 1.0494
H 0.8865 -0.3380 1.5880
H 2.6004 -0.5306 1.7385
H 3.1982 0.5871 -0.8987
H 3.5847 -0.6569 -1.9270
H 4.1298 -0.8175 -0.3460
H -3.8690 -0.3543 0.2257
H -2.6331 -1.2462 1.1503
H -3.2709 0.3757 1.7610
H -3.3807 1.8344 -0.6324
H -1.8007 1.8824 -1.3060
H -1.9366 2.6384 0.1814
H 2.0866 -2.0978 0.0718
H -1.2359 0.7302 1.0045
H 1.0365 -1.2892 -2.0766
H -1.2317 0.1097 -1.7655